Here is a cluster of 3 separate species, C33H70N3O11P4S in total from OMol25. Energies are from ωB97M-V/def2-TZVPD.

Geometry as XYZ:
```
122
C33H70N3O11P4S | OMol25 | ωB97M-V/def2-TZVPD
S -0.18 0.45 2.49
P 0.06 -2.59 -1.90
P 3.78 -0.17 -1.73
P 1.70 3.17 -1.52
P -0.60 -0.55 0.87
O -1.78 -6.57 -0.94
O 3.33 3.12 -2.23
O 1.95 3.03 0.19
O 1.96 -0.55 6.92
O 1.16 4.62 -1.89
O 7.94 -1.80 -3.60
O 1.68 0.91 -3.00
O 3.71 0.65 -0.35
O -0.17 1.03 8.27
O -1.61 -2.60 -1.44
O -4.01 -8.30 0.00
N 0.28 0.02 -0.59
N 0.75 -4.00 -0.98
N -3.91 -0.96 -4.57
C 2.11 0.78 7.42
C -4.90 4.86 1.00
C 6.58 -2.36 -3.32
C -3.41 3.70 -1.00
C 2.23 -1.36 -3.84
C -1.29 -0.13 -3.95
C 0.72 1.73 -2.35
C -1.22 2.15 -0.45
C -0.44 1.04 -1.43
C -5.39 7.06 2.55
C 9.07 -0.34 -1.78
C 8.01 -0.44 -3.04
C -1.60 0.42 -2.45
C 3.09 -2.72 -3.61
C -3.43 4.29 0.56
C 5.55 -1.75 -4.44
C -4.09 7.48 3.48
C -4.95 6.53 1.03
C -1.81 3.44 -1.33
C 2.00 -0.40 -2.51
C -3.19 0.25 -2.13
C -3.17 -9.44 -0.13
C -4.41 8.89 4.32
C 1.17 -0.58 5.73
C -4.17 -0.39 -3.22
C 1.21 1.02 8.64
C -2.89 -6.13 -0.14
C -2.46 -0.78 -4.83
C -2.16 -6.83 -2.29
C 1.04 -1.05 -1.35
C -3.39 -7.26 0.76
C -0.83 -0.18 8.61
C 4.33 -2.80 -4.72
H -2.38 -5.89 -2.80
H -2.13 -1.20 -5.90
H -2.97 3.49 1.28
H 10.15 -0.72 -2.07
H -5.39 8.76 4.98
H -0.95 -0.24 9.70
H 4.60 0.69 -2.61
H -1.83 -0.17 8.15
H -5.73 6.86 0.21
H -2.52 -5.31 0.48
H 8.68 -1.07 -0.95
H -3.92 7.03 0.80
H 5.16 -0.66 -4.23
H -1.73 3.27 -2.49
H 1.00 -4.72 -1.71
H 4.43 -1.40 -1.41
H 1.07 0.59 -0.15
H -2.20 1.69 0.06
H 1.73 -0.14 4.90
H -3.63 -10.12 -0.86
H 3.84 -2.49 -5.76
H 6.17 -1.67 -5.46
H -0.26 -1.95 1.15
H 3.16 0.89 7.74
H -4.56 9.80 3.58
H 2.39 -3.64 -3.92
H 6.34 -2.07 -2.21
H -3.09 -9.96 0.83
H -2.58 -7.66 1.39
H -5.33 -0.44 -2.91
H 1.24 -1.67 -4.38
H -3.48 9.18 5.01
H -3.83 6.68 4.31
H 6.98 0.02 -2.73
H 2.26 3.91 0.57
H -6.01 6.24 3.15
H 0.96 -1.63 5.50
H -1.31 -7.31 -2.79
H -3.91 4.50 -1.70
H 1.82 -1.47 -0.54
H -2.04 -0.53 0.70
H -3.64 0.60 -1.09
H -4.16 -6.85 1.43
H 8.45 0.24 -3.92
H -5.06 4.53 2.13
H 3.42 -2.96 -2.52
H 0.11 2.29 -3.21
H 2.81 -0.67 -4.62
H -0.29 -1.05 8.25
H -5.78 4.41 0.37
H 0.22 -0.06 5.87
H -3.16 7.69 2.78
H 9.23 0.77 -1.39
H 6.59 -3.54 -3.39
H -2.67 5.21 0.55
H -0.56 2.49 0.46
H -2.13 -2.55 -2.31
H 1.92 1.53 6.64
H -3.69 -5.74 -0.77
H 1.44 2.00 9.06
H 4.66 -3.92 -4.85
H -4.07 2.74 -1.03
H -1.26 4.44 -0.97
H -6.05 8.05 2.45
H -2.17 -9.16 -0.49
H 3.59 4.08 -2.38
H -0.02 -4.37 -0.37
H -0.21 -0.08 -4.41
H -3.02 -7.50 -2.34
H 1.40 0.27 9.42
```

**E_tot**: -110315.573 eV
**Total charge**: +1
**Frontier orbital gap**: 6.84 eV
**LUMO level**: -3.8 eV

=====

Here is a structure of composition C33H72BBr2N10O9P3S from OMol25. Energies are from ωB97M-V/def2-TZVPD.

Geometry as XYZ:
```
131
C33H72BBr2N10O9P3S | OMol25 | ωB97M-V/def2-TZVPD
Br 1.17 6.56 -0.43
Br 2.41 4.61 -2.67
S 3.25 0.21 -1.69
P 6.82 -4.87 -0.31
P -3.89 7.79 -0.32
P -4.29 -5.29 2.19
O -0.22 0.95 -1.92
O 6.24 -5.74 0.83
O 0.26 0.47 0.51
O 4.61 0.31 -2.46
O -2.72 6.79 -0.55
O 3.31 0.37 0.04
O 2.68 -1.13 -2.27
O 2.49 1.68 -2.21
O -3.99 -3.79 2.39
N -5.01 6.51 -0.43
N 7.83 3.58 -0.08
N -4.64 -7.02 1.96
N 7.54 -6.26 -1.06
N 5.24 -4.58 -0.91
N -5.40 -4.92 0.95
N 7.48 -3.87 -1.63
N -5.23 8.92 -0.05
N -3.63 8.53 -1.86
N -5.08 -5.38 3.73
C -0.13 4.31 0.94
C -5.78 8.92 1.30
C 6.58 4.37 -0.27
C -1.65 -1.13 0.21
C -6.51 -5.14 3.91
C 4.61 2.42 0.13
C 4.72 -4.60 -2.25
C -4.77 -4.48 -0.31
C -4.40 -4.62 4.80
C 8.14 -7.21 -0.11
C -3.99 -7.64 0.82
C -5.65 -7.88 2.55
C 2.75 2.02 1.84
C 3.09 1.84 0.25
C 5.95 1.52 0.36
C 7.40 2.19 0.25
C -6.72 -5.43 0.67
C -6.05 9.67 -0.98
C 7.89 -4.21 -2.97
C 4.45 -3.66 -0.09
C -2.20 8.71 -2.21
C 3.77 -0.15 3.72
C 7.37 -2.43 -1.43
C 0.01 -0.96 0.28
C 1.42 3.68 -1.15
C 5.03 3.96 -0.18
C 1.30 4.62 0.19
C 3.27 0.79 2.79
C -6.28 6.41 -1.12
C 1.97 2.16 -0.90
C 6.84 -7.07 -2.06
C -5.02 5.61 0.73
C -4.28 8.08 -3.08
B 0.64 1.18 -0.73
H 8.24 -1.89 -1.82
H 8.32 1.46 0.47
H 0.53 -1.40 -0.66
H -3.97 -3.76 -0.12
H -3.07 -7.09 0.55
H 6.70 -6.54 -3.00
H -6.74 9.04 -1.53
H 8.88 -7.85 -0.61
H -0.34 5.03 1.87
H -0.25 3.21 1.32
H 5.08 -5.43 -2.85
H -1.97 -0.75 -0.88
H -1.06 4.49 0.21
H -6.65 -7.66 2.18
H -6.65 8.26 1.37
H 5.87 -7.42 -1.69
H -2.07 9.48 -2.97
H -1.62 9.04 -1.33
H 4.54 -3.89 0.98
H -6.56 5.37 -1.28
H 4.20 4.78 -0.34
H 0.09 0.07 -2.32
H -7.28 -4.73 0.03
H 6.79 5.51 -0.54
H -5.53 6.07 1.58
H -4.01 5.35 1.05
H 3.38 -3.73 -0.31
H -7.09 6.89 -0.56
H -3.69 -8.67 1.02
H 7.32 -2.19 -0.36
H 8.60 -5.04 -2.99
H -1.99 -2.23 0.42
H -4.65 -3.55 4.75
H 0.34 -1.65 1.20
H -4.65 -7.64 -0.06
H -7.35 -5.52 1.55
H 5.85 0.37 0.63
H -6.26 6.83 -2.12
H -6.70 -6.39 0.16
H -7.12 -5.93 3.47
H 4.94 -3.67 -2.80
H -6.79 -5.16 4.97
H -3.32 -4.73 4.73
H -2.08 -0.35 1.00
H -4.69 -4.98 5.79
H 7.43 -7.95 -2.34
H 3.31 3.01 2.19
H 7.38 -7.86 0.35
H 8.67 -6.68 0.69
H 8.42 -3.38 -3.46
H -5.48 -3.97 -0.97
H -6.67 10.42 -0.46
H 7.04 -4.45 -3.62
H -1.76 7.78 -2.59
H -6.81 -4.17 3.50
H -5.45 10.26 -1.68
H 2.24 4.60 0.90
H 1.60 2.24 1.96
H 4.76 -2.63 -0.24
H 0.30 3.57 -1.56
H 3.63 -4.72 -2.25
H -4.12 7.01 -3.26
H -5.35 8.30 -3.08
H -5.47 -8.93 2.32
H -4.35 -5.32 -0.85
H -5.65 -7.83 3.64
H 3.96 -0.79 4.71
H -6.08 9.92 1.62
H -5.03 8.58 2.03
H -5.52 4.65 0.51
H 6.47 -2.03 -1.91
H -3.91 8.63 -3.96
```

**E_tot**: -248154.029 eV
**Total charge**: 0
**Frontier orbital gap**: 6.15 eV
**LUMO level**: -1.4 eV